Entry P
This record from the Open Molecules 2025 dataset describes an isolated molecule of C4H2N4. The level of theory is the ωB97M-V functional and the def2-TZVPD basis.

SMILES: C1=NC2=NC=NC2=N1
Frontier orbital gap in hartree: 0.2867

Structure (ORCA input):
```
! wB97M-V def2-TZVPD RIJCOSX def2/J DEFGRID3
* xyz 0 1
N -1.177 1.297 0.212
N -1.323 -1.150 -0.027
C -0.033 -0.726 -0.018
C -0.010 0.771 -0.111
N 1.393 1.144 -0.112
N 1.190 -1.201 0.098
C 1.991 -0.032 0.037
H -3.138 0.078 -0.223
C -2.044 -0.060 -0.062
H 3.132 -0.423 -0.045
*
```

Entry Q
This record from the Open Molecules 2025 dataset describes an isolated molecule of C4H2N4. The level of theory is the ωB97M-V functional and the def2-TZVPD basis.

SMILES: [H]/N=C1\N=CC(C#N)=N1
Frontier orbital gap in hartree: 0.3416

Structure (ORCA input):
```
! wB97M-V def2-TZVPD RIJCOSX def2/J DEFGRID3
* xyz 0 1
C 0.373 1.834 1.003
H -1.251 -3.162 -1.151
N -0.698 -0.293 0.562
C 1.050 0.012 -0.736
N 0.645 2.905 1.412
H 2.016 0.545 -1.049
N -1.371 -2.242 -0.399
N 0.446 -0.964 -1.422
C -0.542 -1.301 -0.445
C 0.133 0.585 0.367
*
```

Which of them is most stable? Easy: entry Q.

Entry P
This record from the Open Molecules 2025 dataset describes a cluster of 2 separate species, C5H16N2O in total. The level of theory is the ωB97M-V functional and the def2-TZVPD basis.

Frontier orbital gap in hartree: 0.3603

Structure (ORCA input):
```
! wB97M-V def2-TZVPD RIJCOSX def2/J DEFGRID3
* xyz 2 1
H 0.386 1.373 -3.116
C 0.827 0.009 -1.445
H 2.593 1.338 -1.480
H -2.917 0.254 0.595
N -1.271 -0.833 1.178
H 1.360 0.060 -3.524
C -0.179 0.085 0.886
H 0.667 -1.063 -1.499
O -0.879 -0.960 3.993
H -3.165 -1.417 1.437
H 2.496 0.261 -0.139
H 0.282 1.724 -0.247
H -0.225 0.903 1.569
H -1.123 0.771 -0.886
H -1.617 -0.417 4.290
N 0.587 0.387 -2.942
H -0.057 -0.495 4.172
H -0.289 -0.057 -3.245
H 3.017 -0.353 -1.672
C -0.102 0.768 -0.529
C 2.289 0.321 -1.213
H -0.930 -1.754 1.456
C -2.518 -0.645 1.052
H 0.768 -0.258 1.312
*
```

Entry Q
This record from the Open Molecules 2025 dataset describes a cluster of 2 separate species, C5H16N2O in total. The level of theory is the ωB97M-V functional and the def2-TZVPD basis.

Frontier orbital gap in hartree: 0.4191

Structure (ORCA input):
```
! wB97M-V def2-TZVPD RIJCOSX def2/J DEFGRID3
* xyz 2 1
C 2.602 -0.946 0.371
H 1.025 0.886 0.054
H -1.525 3.827 1.700
H 3.378 -1.860 0.416
H 2.648 -0.050 -1.993
H -1.314 0.395 2.024
C -0.989 -0.311 0.056
H -3.087 3.216 1.192
H 2.655 -1.813 -2.202
O -2.173 3.089 1.602
H 2.281 -0.724 1.427
N -1.598 0.628 1.057
H 1.251 -1.054 -2.764
H 0.198 0.745 -1.492
C 0.401 0.140 -0.506
N 2.061 -1.045 -2.053
H -1.144 -2.278 -0.806
H 0.842 -2.043 -0.468
H -1.017 1.558 0.922
H 3.129 0.028 0.280
H -2.627 0.761 0.923
C -1.665 -1.468 -0.167
C 1.339 -1.014 -0.632
H -2.676 -1.786 0.210
*
```

Which of them is most stable? Easy: entry P.

Entry P
This record from the Open Molecules 2025 dataset describes a structure of composition C33H40N7PbSe. The level of theory is the ωB97M-V functional and the def2-TZVPD basis.

Frontier orbital gap in hartree: 0.2517

Structure (ORCA input):
```
! wB97M-V def2-TZVPD RIJCOSX def2/J DEFGRID3
* xyz 3 1
C -1.631 -3.352 -0.636
H -3.417 -1.246 -2.168
H 1.758 3.656 -0.001
C -2.603 -2.657 0.275
C -6.139 0.279 -0.977
C 0.013 -1.574 -2.406
C 0.806 -0.032 -4.231
C -4.457 -1.353 1.836
C -4.486 -1.085 -2.262
H 0.927 4.787 1.068
H 4.433 -2.019 3.626
C -3.369 -0.720 1.280
C 2.603 -1.991 0.307
C -6.132 1.473 -0.337
H -4.737 -0.885 -3.301
H 0.784 2.147 4.813
C -0.252 0.164 2.337
H -3.192 0.336 1.472
H -6.941 -0.415 -1.159
C -0.739 -0.929 3.027
N -4.863 0.059 -1.432
H 2.285 -1.009 -1.538
N 0.615 0.736 -1.987
H 2.126 -2.750 -1.631
C -0.144 0.229 5.054
C -4.079 1.095 -1.084
N 2.015 -1.444 1.362
H -5.029 -1.960 -1.913
C 4.545 -2.586 1.548
H -5.155 -0.803 2.452
N 0.082 2.844 1.009
H 1.091 3.248 2.826
H -1.951 -3.195 -1.670
H 1.080 2.709 -1.622
C -4.455 3.265 0.137
H -3.750 -4.431 0.636
C 0.507 -0.239 -2.899
C 0.316 1.276 2.915
C -0.678 -0.882 4.415
H 1.896 2.116 1.743
H -3.616 3.650 -0.433
H -1.081 4.158 2.211
H -1.768 2.541 1.999
H 5.527 -3.034 1.617
C 1.889 -1.878 -1.013
N 0.388 -1.774 -0.995
H 1.458 1.414 -5.681
H 0.152 -3.127 0.578
H -1.041 -1.724 4.989
H 1.646 3.234 -3.970
C 0.777 3.969 0.356
Se -2.279 1.359 -1.609
C 1.217 1.227 -4.642
H -1.072 -1.607 -2.515
C -3.667 -3.368 0.824
C -0.143 -3.071 -0.467
H -1.796 3.702 0.652
C 1.011 1.955 -2.385
C 0.354 1.286 4.313
H 0.179 4.353 -0.470
C 1.322 2.239 -3.699
H 0.392 -3.865 -0.998
H -0.106 0.266 6.134
C -4.603 -2.717 1.608
C -1.215 3.337 1.496
Pb -0.523 0.215 0.113
H -5.428 -3.265 2.044
H 0.431 -2.372 -3.026
H 2.186 -1.015 3.373
C 0.919 2.413 2.138
C 3.941 -2.022 2.663
H -1.745 -4.426 -0.483
H -1.112 -1.815 2.536
N -2.459 -1.345 0.515
H 4.302 -3.001 -0.549
C 3.864 -2.569 0.342
N -4.854 1.966 -0.414
H -6.928 2.016 0.145
H 0.725 -0.851 -4.935
C 2.685 -1.464 2.523
H -4.187 3.161 1.187
H -5.294 3.947 0.040
*
```

Entry Q
This record from the Open Molecules 2025 dataset describes a structure of composition C33H40N7PbSe. The level of theory is the ωB97M-V functional and the def2-TZVPD basis.

Frontier orbital gap in hartree: 0.1891

Structure (ORCA input):
```
! wB97M-V def2-TZVPD RIJCOSX def2/J DEFGRID3
* xyz 3 1
H -0.602 2.687 -4.152
H 0.404 -4.257 1.458
C 0.906 1.757 1.017
H -4.004 -0.642 2.006
Pb -0.926 -0.497 0.077
H -2.960 0.177 3.203
H 1.897 3.629 1.255
N -2.732 -2.029 -0.030
H 0.325 1.073 -2.537
H -5.549 -4.624 -0.174
C -4.754 -3.891 -0.137
C -1.924 -2.746 2.129
C 1.288 1.341 3.673
H -0.946 -0.770 3.671
C -3.581 0.311 2.319
C -3.623 1.107 0.039
N 4.097 2.864 -2.464
H 5.541 0.147 -0.038
H 6.924 3.444 -0.961
N -0.595 -2.399 1.579
H -2.886 3.577 -3.848
N 0.453 0.619 1.572
C 0.426 -2.096 2.620
C -3.918 -3.823 0.971
H 2.245 3.263 3.711
C -2.796 1.498 -1.169
H -4.251 2.875 -1.924
H 2.140 3.443 -2.946
H -1.873 -3.683 2.690
H 3.174 -4.399 -2.390
C 5.223 3.658 -2.350
N 5.291 2.041 -0.868
C 1.065 -1.782 -2.179
C 3.036 3.063 -3.437
C 1.744 2.522 3.102
H -2.252 -1.971 2.818
N 0.455 -2.057 -1.015
H -5.161 -3.064 -2.090
H -0.971 -4.089 0.382
C -0.110 -3.559 0.794
H 5.279 1.445 1.146
H -4.368 1.884 0.236
C 4.140 1.880 -1.546
N -2.777 0.897 1.232
H -1.672 2.678 0.909
C 2.402 -3.743 -2.012
C -1.530 0.979 -1.412
C 2.036 -2.607 -2.712
H 1.368 -1.946 2.087
C 1.753 -4.039 -0.819
C -2.496 2.842 -3.157
C -4.544 -3.026 -1.203
H 6.838 1.312 0.303
C -2.257 2.201 1.694
H 1.443 1.136 4.723
C 1.553 2.731 1.749
C -2.911 -2.878 0.989
H 2.507 -2.338 -3.646
H -1.637 2.059 2.577
H 0.549 -2.985 3.246
Se 2.898 0.507 -1.305
H 5.398 4.498 -2.998
H 1.988 -4.936 -0.262
H -3.091 2.859 1.954
H 0.765 -0.883 -2.693
C 5.969 3.143 -1.353
C 5.764 1.181 0.208
H 0.571 -1.022 4.462
C 0.773 -3.184 -0.361
C -3.269 2.441 -2.077
H -3.313 -1.406 -1.916
H 3.380 3.783 -4.174
H -4.406 0.976 2.588
H 0.755 1.883 -0.047
C -1.216 2.339 -3.332
C -0.705 1.398 -2.444
C 0.124 -0.877 3.479
C 0.640 0.403 2.892
C -3.519 -2.106 -1.114
H 2.813 2.117 -3.926
H -4.175 0.185 -0.149
H -4.042 -4.501 1.805
*
```

Which of them is most stable? Easy: entry Q.

Entry P
This record from the Open Molecules 2025 dataset describes a cluster of 2 separate species, C4H9O2 in total. The level of theory is the ωB97M-V functional and the def2-TZVPD basis.

Expectation value of S²: 0.755
Frontier orbital gap (alpha / beta) in hartree: 0.4315 / 0.2772

Structure (ORCA input):
```
! wB97M-V def2-TZVPD RIJCOSX def2/J DEFGRID3
* xyz 0 2
C 1.957 -0.902 -0.248
O -1.469 0.834 -2.022
C 1.517 0.210 0.688
H 1.549 -0.185 1.711
H 2.988 -1.244 -0.275
H 1.325 -1.772 -0.059
C -1.485 0.178 -1.019
H 1.961 1.188 0.640
H 0.452 0.348 0.490
H -1.521 0.757 1.095
H -2.608 1.678 0.165
C -2.254 0.664 0.285
H -2.957 -0.107 0.572
H 1.641 -0.621 -1.261
O -1.095 -1.026 -0.763
*
```

Entry Q
This record from the Open Molecules 2025 dataset describes an isolated molecule of C4H9O2. The level of theory is the ωB97M-V functional and the def2-TZVPD basis.

Expectation value of S²: 0.754
Frontier orbital gap (alpha / beta) in hartree: 0.4103 / 0.3060

Structure (ORCA input):
```
! wB97M-V def2-TZVPD RIJCOSX def2/J DEFGRID3
* xyz 0 2
C 0.830 0.892 0.450
H 0.710 1.921 0.757
C 0.892 0.955 -1.216
H -1.133 0.714 0.328
H 1.491 0.087 -1.582
C -0.450 -1.281 0.110
H 1.835 0.531 0.794
O -0.344 0.866 -1.753
H 1.271 1.971 -1.544
C -0.444 0.073 0.846
H -0.605 -0.009 1.935
O -1.487 -2.106 0.736
H 0.467 -1.878 0.195
H -2.300 -1.570 0.884
H -0.733 -1.166 -0.941
*
```

Which of them is most stable? Easy: entry P.